(1)
ORCA calculation (ωB97M-V with the def2-TZVPD basis set) on a 2-piece molecular cluster, C5H12N2O overall in a non-equilibrium geometry.

Last columns: bonded neighbours and bond lengths (Å).
Geometry (Å):
1 C 1.0372 0.7997 -0.2717  C2 1.520, C3 1.522, H10 1.197, H12 1.098
2 C 1.3961 0.4537 1.1646  C1 1.520, H15 1.092, H16 1.089, H17 1.094
3 C 1.5698 -0.1980 -1.2903  C1 1.522, H13 1.090, H14 1.092, H18 1.093
4 N -1.8815 1.2038 -0.4811  N5 1.332, O8 1.432
5 N -1.9642 -0.1059 -0.7062  N4 1.332, C6 1.315, H11 1.018
6 C -1.1976 -0.9949 -0.1131  N5 1.315, C7 1.300
7 C -1.1510 -2.0929 0.5820  C6 1.300, H19 1.080, H20 1.086
8 O -1.9473 1.4145 0.9343  N4 1.432, H9 0.961
9 H -2.3560 2.2816 1.0016  O8 0.961
10 H -0.1073 1.1152 -0.4223  C1 1.197
11 H -2.2052 -0.2822 -1.6792  N5 1.018
12 H 1.4641 1.7849 -0.5002  C1 1.098
13 H 1.1519 -1.1884 -1.1109  C3 1.090
14 H 1.3150 0.1040 -2.3083  C3 1.092
15 H 1.0473 1.2332 1.8451  C2 1.092
16 H 0.9378 -0.4859 1.4706  C2 1.089
17 H 2.4789 0.3497 1.2835  C2 1.094
18 H 2.6584 -0.2788 -1.2298  C3 1.093
19 H -0.2074 -2.5589 0.8265  C7 1.080
20 H -2.0390 -2.5544 1.0050  C7 1.086

Results
E_HOMO (alpha / beta), eV: -7.94 / -7.57
Lowest unoccupied orbital energy (alpha / beta), eV: 0.35 / 0.26
Total charge: 0

---

(2)
ORCA calculation (ωB97M-V with the def2-TZVPD basis set) on a 2-piece molecular cluster, C9H14 overall in a non-equilibrium geometry.

Last columns: bonded neighbours and bond lengths (Å).
Geometry (Å):
1 C -2.2840 0.0670 -0.2572  C2 1.504, H8 1.094, H9 1.088, H10 1.086
2 C -1.0504 0.6894 0.3353  C1 1.504, C3 1.401, C7 1.386
3 C -0.1621 1.4582 -0.4281  C2 1.401, C4 1.383, H11 1.084
4 C 0.9924 1.9181 0.1798  C3 1.383, C5 1.389, H12 1.083
5 C 1.0440 2.0403 1.5629  C4 1.389, C6 1.391, H13 1.084
6 C 0.1084 1.3709 2.3444  C5 1.391, C7 1.396, H14 1.083
7 C -0.8887 0.6276 1.7104  C2 1.386, C6 1.396, H15 1.087
8 H -3.0795 0.8172 -0.3024  C1 1.094
9 H -2.6552 -0.7610 0.3425  C1 1.088
10 H -2.1716 -0.2495 -1.2895  C1 1.086
11 H -0.3655 1.6001 -1.4833  C3 1.084
12 H 1.8842 2.2086 -0.3612  C4 1.083
13 H 1.7641 2.6966 2.0381  C5 1.084
14 H 0.1365 1.4848 3.4208  C6 1.083
15 H -1.3694 -0.1498 2.2987  C7 1.087
16 C 1.3158 -2.2418 -0.6274  C17 1.524, H18 1.090, H19 1.094, H20 1.095
17 C 0.7521 -1.6594 -1.9175  C16 1.524, H21 1.083, H22 1.085, H23 1.093
18 H 1.7625 -1.4960 0.0305  C16 1.090
19 H 0.5221 -2.6998 -0.0289  C16 1.094
20 H 1.9713 -3.1118 -0.7360  C16 1.095
21 H 1.0117 -0.6106 -1.9950  C17 1.083
22 H -0.3180 -1.8065 -2.0225  C17 1.085
23 H 1.0792 -2.1925 -2.8144  C17 1.093

Results
SMILES string: Cc1ccccc1.CC
E_HOMO, eV: -8.94
Lowest unoccupied orbital energy, eV: 1.03
Total charge: 0

---

The calculation returns the following electronic energy values, one per record and in order: -382.2368, -351.3028 hartree.
The calculation returns the following energy relative to the best compared isomer or geometry (same formula, charge and spin) values, one per record and in order: 166.7, 17.2 kcal/mol.